1 | The following is a quantum chemistry calculation of a cluster of 9 separate species, C53H119N5O13 in total, from the Open Molecules 2025 dataset.

Last column: Mulliken charge in e.
Atoms and positions in Å:
1 C 1.5292 2.0812 -6.4759  -0.613
2 C 0.5122 1.5315 -5.5409  1.179
3 C -0.3004 2.6904 -4.7529  -1.121
4 C -0.5225 0.7754 -6.4510  -1.387
5 C 0.0608 -0.6051 -7.0575  -0.977
6 C 0.4411 -1.3897 -5.8452  -0.796
7 C 1.4089 -0.8157 -4.8175  2.067
8 C 1.1885 -1.5704 -3.5416  -2.036
9 C 2.8901 -1.0614 -5.3448  -1.913
10 N 1.1387 0.6723 -4.5407  0.525
11 O 1.9504 1.3704 -3.7047  0.073
12 H 1.1259 2.6963 -7.2804  0.490
13 H 2.1537 2.7253 -5.8568  -0.373
14 H 2.1718 1.2931 -6.8684  0.301
15 H 0.1926 2.9890 -3.8278  -0.084
16 H -0.4035 3.5054 -5.4693  0.443
17 H -1.3198 2.4216 -4.4759  0.306
18 H -1.3990 0.5198 -5.8556  0.331
19 H -0.6973 1.3453 -7.3635  0.474
20 H -0.6591 -1.2195 -7.5983  0.549
21 H 1.0252 -0.4196 -7.5305  0.352
22 H 0.8823 -2.3302 -6.1753  0.595
23 H -0.5320 -1.5690 -5.3879  -0.194
24 H 0.1924 -1.9210 -3.2717  0.122
25 H 1.5407 -1.0804 -2.6338  0.297
26 H 1.8782 -2.4136 -3.5044  0.475
27 H 2.9850 -2.1461 -5.2937  0.532
28 H 3.6308 -0.6225 -4.6764  0.347
29 H 3.0761 -0.7346 -6.3679  0.364
30 H 1.4342 1.4692 -2.9013  0.047
31 C -5.6636 -3.1894 5.4886  -1.958
32 C -5.1015 -2.1674 4.5934  2.299
33 C -3.5400 -2.3160 4.6088  -2.026
34 C -5.6214 -2.4094 3.1460  -1.607
35 C -5.4877 -1.1940 2.2077  0.950
36 C -5.8034 0.1370 2.8391  -1.560
37 C -5.2149 0.4242 4.1550  1.802
38 C -3.8758 1.0310 4.0327  -0.686
39 C -6.0959 1.5730 4.8763  -1.985
40 N -5.3764 -0.7995 5.0214  0.159
41 O -4.9880 -0.6066 6.3625  -0.506
42 H -5.2741 -2.9414 6.4759  0.414
43 H -6.7325 -3.1371 5.2813  0.505
44 H -5.4086 -4.1790 5.1094  0.344
45 H -3.0546 -2.0367 5.5439  0.392
46 H -3.1400 -3.2417 4.1951  0.430
47 H -3.0429 -1.5363 4.0315  0.285
48 H -4.8935 -3.0610 2.6626  0.060
49 H -6.6145 -2.8313 2.9917  0.432
50 H -4.4223 -1.2721 1.9912  -0.756
51 H -5.9895 -1.4964 1.2885  0.480
52 H -6.8924 0.0901 2.8487  0.339
53 H -5.4395 0.9745 2.2440  0.397
54 H -3.8094 2.0396 3.6249  -0.511
55 H -3.1493 0.5608 3.3700  0.010
56 H -3.4320 1.0106 5.0281  0.543
57 H -5.7705 1.7021 5.9086  0.367
58 H -7.1664 1.3877 4.9638  0.425
59 H -5.9526 2.5194 4.3548  0.333
60 H -4.1565 -0.1710 6.1612  0.403
61 C -3.9124 -0.3971 -2.5422  -2.513
62 C -4.1433 -1.8382 -2.4149  2.062
63 C -5.5374 -2.2923 -2.0649  -1.479
64 C -3.7045 -2.5297 -3.7065  -1.106
65 C -3.1654 -3.9934 -3.6012  -0.812
66 C -2.2085 -4.3030 -2.3886  -1.192
67 C -2.5712 -3.5875 -0.9855  1.142
68 C -3.6196 -4.5089 -0.3473  -1.293
69 C -1.3126 -3.5658 -0.0669  -1.430
70 N -3.1699 -2.2754 -1.2671  0.530
71 O -3.1294 -1.4454 -0.1504  0.720
72 H -4.2922 0.0590 -1.6280  0.368
73 H -2.9115 -0.0589 -2.8103  0.382
74 H -4.6936 -0.1684 -3.2671  0.642
75 H -6.2308 -1.7056 -2.6674  0.530
76 H -5.8677 -3.3097 -2.2745  0.322
77 H -5.8337 -2.0664 -1.0406  -0.031
78 H -4.5333 -2.5118 -4.4143  0.493
79 H -3.1294 -1.9602 -4.4366  -0.062
80 H -3.9975 -4.6974 -3.5867  0.297
81 H -2.5900 -4.1600 -4.5118  0.499
82 H -1.1455 -4.1315 -2.5576  0.318
83 H -2.1265 -5.3399 -2.0630  0.479
84 H -4.4221 -4.7940 -1.0275  0.330
85 H -4.1251 -4.0656 0.5107  0.010
86 H -3.2831 -5.4162 0.1545  0.396
87 H -0.6993 -2.7930 -0.5303  -0.216
88 H -0.8413 -4.5480 -0.1013  0.518
89 H -1.6626 -3.2773 0.9242  0.412
90 H -2.3788 -0.8846 -0.3595  -0.195
91 C 6.4001 -4.2604 2.0382  -1.885
92 C 5.1208 -4.8640 1.3691  1.154
93 C 5.7029 -5.9374 0.3986  -1.593
94 C 4.3191 -5.5368 2.6086  -1.075
95 C 2.9129 -5.8107 2.2328  -0.818
96 C 2.2639 -4.4992 1.7593  -0.899
97 C 2.9636 -3.8516 0.4563  2.202
98 C 2.6658 -4.6350 -0.7878  -1.479
99 C 2.2880 -2.4696 0.3709  -2.605
100 N 4.4086 -3.7219 0.7696  0.438
101 O 5.1520 -3.0898 -0.2111  -0.510
102 H 7.2115 -4.9172 2.3519  0.361
103 H 6.7725 -3.5642 1.2867  0.433
104 H 6.1617 -3.6241 2.8905  0.416
105 H 4.8283 -6.2895 -0.1485  0.395
106 H 6.3312 -5.5594 -0.4078  0.363
107 H 6.0874 -6.8668 0.8187  0.397
108 H 4.8096 -6.4984 2.7600  0.369
109 H 4.4882 -4.9319 3.4994  0.343
110 H 2.8584 -6.4816 1.3755  0.329
111 H 2.4052 -6.3633 3.0233  0.436
112 H 2.3309 -3.8282 2.6157  0.396
113 H 1.2086 -4.7074 1.5828  0.135
114 H 3.3741 -4.3970 -1.5813  0.455
115 H 1.7416 -4.2922 -1.2530  0.118
116 H 2.6945 -5.7058 -0.5863  0.250
117 H 1.2113 -2.5067 0.5369  0.019
118 H 2.5449 -1.9277 -0.5392  0.695
119 H 2.5400 -1.8733 1.2478  0.736
120 H 5.2413 -2.2176 0.1801  0.368
121 C 5.4453 6.4465 -3.6063  -1.759
122 C 5.2965 4.9582 -3.2831  1.488
123 C 5.7576 4.1370 -4.4062  -2.063
124 C 6.1380 4.4789 -2.0723  -1.270
125 C 5.6540 5.1262 -0.7645  -0.780
126 C 4.2481 4.5849 -0.5746  -1.262
127 C 3.2536 4.8769 -1.6932  2.114
128 C 2.0174 4.0517 -1.5306  -2.506
129 C 2.7435 6.3266 -1.4621  -1.730
130 N 3.9063 4.5755 -2.9996  0.952
131 O 3.0702 4.7565 -4.0652  -0.536
132 H 4.6674 6.5376 -4.3643  0.342
133 H 5.3044 7.0031 -2.6798  0.348
134 H 6.3779 6.5726 -4.1564  0.474
135 H 6.8376 4.1823 -4.5459  0.428
136 H 5.5676 3.0683 -4.3073  0.362
137 H 5.1755 4.3143 -5.3105  0.430
138 H 6.2075 3.3941 -1.9922  0.359
139 H 7.1443 4.8864 -2.1694  0.469
140 H 6.2248 4.8041 0.1064  0.421
141 H 5.8029 6.2009 -0.6600  0.357
142 H 3.8287 5.0329 0.3262  0.438
143 H 4.3136 3.4985 -0.5155  0.310
144 H 1.5748 4.2757 -0.5600  0.584
145 H 2.1540 2.9704 -1.5478  0.033
146 H 1.2561 4.2284 -2.2904  0.350
147 H 2.7855 6.8846 -2.3975  0.347
148 H 3.4945 6.8746 -0.8931  0.388
149 H 1.8343 6.4518 -0.8740  0.371
150 H 2.8652 3.8531 -4.3172  0.084
151 O -0.5708 -1.4076 4.1718  -0.051
152 C -0.0696 -0.9575 5.4575  -0.160
153 C 1.2655 -1.7120 5.9061  -0.431
154 O 1.8716 -1.2004 7.1432  -0.574
155 H 0.1869 -1.2843 3.5953  -0.149
156 H 0.1932 0.0913 5.3194  0.248
157 H -0.8801 -1.0504 6.1803  0.272
158 H 2.0544 -1.5548 5.1705  0.273
159 H 1.1277 -2.7899 5.9917  0.302
160 H 1.9551 -0.2443 7.1652  0.296
161 O 0.3014 2.5143 0.7385  -0.156
162 C 0.0645 1.2665 0.0742  -0.902
163 C -0.1637 0.2142 1.2136  1.229
164 O 0.8925 0.1469 2.0921  -0.384
165 H -0.5530 2.8537 1.0148  0.345
166 H -0.7966 1.2806 -0.5939  0.578
167 H 0.9203 0.9613 -0.5279  0.165
168 H -0.4327 -0.7258 0.7316  -0.469
169 H -0.9402 0.6411 1.8483  -0.115
170 H 1.4014 0.9349 1.8878  0.264
171 O 0.0194 5.6803 3.8114  -0.540
172 C -0.0029 4.3133 4.1277  0.732
173 C -0.5585 4.0606 5.5565  -0.315
174 O 0.3045 3.3891 6.4779  -0.543
175 H 0.9308 5.9643 3.7100  0.320
176 H -0.5838 3.7658 3.3855  -0.724
177 H 0.9801 3.8445 4.0829  0.397
178 H -1.3084 3.2773 5.4459  -0.061
179 H -0.9073 5.0196 5.9397  0.442
180 H 0.4940 3.8873 7.2764  0.286
181 O -3.2054 5.8570 2.6934  -0.512
182 C -3.8955 4.9116 1.8985  -0.656
183 C -3.1022 4.3477 0.6916  -0.461
184 O -1.9534 3.8302 1.1756  -0.302
185 H -3.1626 6.6615 2.1713  0.328
186 H -4.0986 4.1173 2.6167  0.038
187 H -4.8233 5.2787 1.4598  0.471
188 H -2.7000 5.1083 0.0224  0.335
189 H -3.7743 3.6528 0.1881  0.390
190 H -1.6933 4.4458 1.8648  0.038

Calculated values
- SMILES: CC1(C)CCCC(C)(C)N1O.CC1(C)CCCC(C)(C)N1O.CC1(C)CCCC(C)(C)N1O.CC1(C)CCCC(C)(C)N1O.CC1(C)CCCC(C)(C)N1O.OCCO.OCCO.OCCO.OCCO
- HOMO-LUMO gap: 0.296 Ha

***

2 | The following is a quantum chemistry calculation of a cluster of 9 separate species, C53H119N5O13 in total, from the Open Molecules 2025 dataset.

Last column: Mulliken charge in e.
Atoms and positions in Å:
1 C -1.7876 3.6863 1.7439  -1.536
2 C -0.9322 3.8553 2.9919  2.176
3 C -1.8896 3.8273 4.2473  -1.908
4 C -0.0714 2.6153 3.2476  -1.025
5 C 1.0999 2.5088 2.3180  0.459
6 C 1.9502 3.7570 2.5593  -1.756
7 C 1.2263 5.1333 2.4052  1.716
8 C 2.1336 6.1996 3.1359  -1.914
9 C 1.1667 5.4474 0.8958  -1.347
10 N -0.1022 5.0938 2.9964  0.417
11 O -0.8567 6.2476 2.8881  -0.507
12 H -2.2697 2.7308 1.5369  0.165
13 H -2.5532 4.4621 1.7325  0.474
14 H -1.1945 3.9406 0.8655  0.081
15 H -2.2613 2.8229 4.4500  0.277
16 H -1.3210 4.1616 5.1152  0.491
17 H -2.7473 4.4736 4.0611  0.390
18 H 0.2530 2.6182 4.2882  0.589
19 H -0.6252 1.6900 3.0889  -0.167
20 H 1.6895 1.6178 2.5337  0.575
21 H 0.7987 2.5586 1.2716  -0.901
22 H 2.8045 3.6574 1.8897  0.555
23 H 2.3789 3.7832 3.5611  0.428
24 H 3.1006 6.0373 2.6598  0.380
25 H 2.1929 5.9954 4.2049  0.471
26 H 1.8872 7.2523 2.9967  0.451
27 H 0.7344 4.6985 0.2322  -0.403
28 H 2.1681 5.6169 0.5001  0.566
29 H 0.6284 6.3917 0.8153  0.410
30 H -0.4801 6.7308 3.6272  0.400
31 C -1.2952 -3.4739 3.8052  -1.297
32 C 0.0700 -2.8133 4.2474  2.454
33 C 1.2022 -3.2655 3.2723  -2.088
34 C -0.2223 -1.3514 4.1659  -0.118
35 C -1.0465 -0.7680 5.3081  -0.402
36 C -0.3728 -1.1767 6.6324  -1.629
37 C -0.1826 -2.6576 6.8760  1.761
38 C 0.8123 -2.6913 8.0198  -1.918
39 C -1.5253 -3.3216 7.3165  -1.646
40 N 0.3846 -3.2837 5.6273  0.291
41 O 0.8832 -4.5638 5.7302  -0.481
42 H -1.7462 -3.2457 2.8395  -0.190
43 H -1.2964 -4.5625 3.8611  0.498
44 H -2.1147 -3.1239 4.4328  0.198
45 H 1.1082 -2.8071 2.2878  0.206
46 H 2.1449 -3.0113 3.7568  0.524
47 H 1.2427 -4.3392 3.0890  0.456
48 H 0.7392 -0.8400 4.2127  0.579
49 H -0.7967 -1.0653 3.2848  -1.227
50 H -1.0398 0.3132 5.1698  0.124
51 H -2.0633 -1.1532 5.2319  0.299
52 H -0.8421 -0.6877 7.4861  0.605
53 H 0.6189 -0.7421 6.5073  0.384
54 H 1.8158 -2.4740 7.6539  0.451
55 H 0.9662 -3.7340 8.2979  0.405
56 H 0.6136 -2.0602 8.8861  0.321
57 H -2.2781 -3.3825 6.5306  0.266
58 H -1.9445 -2.7646 8.1544  0.380
59 H -1.3117 -4.3357 7.6542  0.458
60 H 0.1386 -5.1660 5.6634  0.347
61 C -6.2718 -2.6878 -1.9521  -1.870
62 C -5.2451 -1.5802 -1.6793  1.667
63 C -4.1741 -1.4778 -2.7712  -1.672
64 C -5.9923 -0.1662 -1.6803  -0.990
65 C -6.9472 0.0009 -0.4531  -0.945
66 C -6.1173 -0.1866 0.7832  -1.317
67 C -5.1250 -1.3904 0.9266  1.823
68 C -3.9823 -0.9554 1.8926  -1.471
69 C -5.8497 -2.5623 1.5952  -1.918
70 N -4.5253 -1.7104 -0.3956  1.201
71 O -3.6681 -2.7910 -0.3821  -0.385
72 H -5.7271 -3.6302 -1.8950  0.334
73 H -7.1367 -2.7595 -1.2925  0.290
74 H -6.6132 -2.5583 -2.9791  0.484
75 H -4.6654 -1.2979 -3.7274  0.646
76 H -3.4304 -0.7269 -2.5042  0.087
77 H -3.5841 -2.3933 -2.7266  0.287
78 H -5.2436 0.6182 -1.5695  -0.262
79 H -6.5190 -0.0091 -2.6216  0.651
80 H -7.4741 0.9413 -0.2912  0.482
81 H -7.7386 -0.7443 -0.5335  0.375
82 H -6.7370 -0.1710 1.6798  0.465
83 H -5.5673 0.7542 0.7610  0.247
84 H -3.6093 0.0538 1.7180  -0.241
85 H -3.1208 -1.6232 1.8819  -0.010
86 H -4.1654 -1.0359 2.9640  0.729
87 H -5.2484 -3.4686 1.5243  0.292
88 H -6.8025 -2.8019 1.1231  0.314
89 H -5.8617 -2.3784 2.6696  0.522
90 H -2.8954 -2.2417 -0.5333  0.264
91 C 7.5280 -0.1897 -1.4412  -1.389
92 C 7.4796 -1.5178 -0.5983  1.573
93 C 8.8219 -2.1455 -0.5568  -1.831
94 C 7.2153 -1.0640 0.8118  -1.442
95 C 5.7425 -0.6589 1.0879  -0.405
96 C 4.8156 -1.7548 0.6755  -1.240
97 C 4.9906 -2.2772 -0.8146  1.893
98 C 4.2040 -3.6162 -0.8383  -1.864
99 C 4.3843 -1.2867 -1.7904  -0.383
100 N 6.4787 -2.5520 -1.0384  0.054
101 O 6.8083 -3.1938 -2.2112  -0.449
102 H 8.4611 0.3221 -1.2058  0.444
103 H 7.3474 -0.3380 -2.5059  0.250
104 H 6.7910 0.5644 -1.1652  0.242
105 H 9.5481 -1.3359 -0.4851  0.399
106 H 9.0284 -2.8126 0.2801  0.372
107 H 9.0109 -2.6318 -1.5139  0.412
108 H 7.4802 -1.8758 1.4892  0.384
109 H 7.7576 -0.1774 1.1401  0.450
110 H 5.6227 -0.4597 2.1528  0.508
111 H 5.5149 0.3339 0.6997  0.004
112 H 3.7644 -1.4715 0.7291  0.332
113 H 4.9310 -2.5364 1.4265  0.397
114 H 3.1164 -3.5493 -0.8112  0.183
115 H 4.4842 -4.3681 -0.1006  0.423
116 H 4.3396 -4.1725 -1.7658  0.425
117 H 4.7235 -1.5281 -2.7978  0.533
118 H 4.8262 -0.2991 -1.6583  -0.250
119 H 3.3000 -1.2224 -1.6997  -0.402
120 H 6.7357 -2.5142 -2.8852  0.394
121 C -3.9785 3.0602 -3.1672  -1.648
122 C -2.4801 3.2581 -3.4967  2.073
123 C -1.5555 3.5014 -2.2138  -1.232
124 C -1.9807 2.0279 -4.1553  -0.783
125 C -0.5892 2.1041 -4.8170  0.554
126 C -0.6179 3.3075 -5.8327  -1.881
127 C -1.0606 4.6530 -5.2553  1.710
128 C 0.1029 5.1316 -4.3451  -1.386
129 C -1.2371 5.5605 -6.4539  -2.082
130 N -2.3111 4.3953 -4.4659  0.283
131 O -2.9719 5.6087 -4.1925  -0.485
132 H -4.5399 3.9549 -2.8980  0.365
133 H -4.5780 2.5112 -3.8934  0.356
134 H -3.9451 2.5130 -2.2251  0.140
135 H -0.7128 2.8312 -2.0440  -0.149
136 H -1.2229 4.5383 -2.1655  0.318
137 H -2.0295 3.4102 -1.2365  0.491
138 H -1.8191 1.3001 -3.3601  -0.816
139 H -2.6502 1.6292 -4.9175  0.810
140 H 0.2540 2.2324 -4.1383  -1.120
141 H -0.3709 1.1911 -5.3711  0.819
142 H -1.2642 3.0482 -6.6712  0.421
143 H 0.3306 3.4564 -6.3489  0.588
144 H -0.0808 6.0082 -3.7240  0.274
145 H 0.9445 5.3477 -5.0032  0.436
146 H 0.4678 4.3708 -3.6551  0.248
147 H -1.5572 6.5519 -6.1334  0.381
148 H -2.0982 5.1623 -6.9906  0.479
149 H -0.3493 5.5888 -7.0856  0.358
150 H -2.3318 5.9891 -3.5866  0.443
151 O 3.5395 3.8588 -3.3184  -0.497
152 C 4.0730 2.9888 -2.3789  -0.748
153 C 2.9075 2.5971 -1.4361  0.127
154 O 2.0862 1.6127 -2.1087  -0.279
155 H 3.9336 4.7332 -3.2756  0.331
156 H 4.4347 2.0628 -2.8259  0.132
157 H 4.9087 3.3790 -1.7979  0.530
158 H 2.1979 3.3615 -1.1192  0.031
159 H 3.2505 2.2262 -0.4702  0.210
160 H 1.8916 2.0240 -2.9540  0.094
161 O 2.0691 -2.8294 -5.8524  -0.504
162 C 2.0184 -3.8412 -4.9357  -0.745
163 C 1.4569 -3.1999 -3.6654  0.124
164 O 0.0462 -3.0416 -3.6459  -0.363
165 H 2.7653 -3.0342 -6.4808  0.301
166 H 1.4297 -4.6164 -5.4261  0.335
167 H 3.0005 -4.2946 -4.8017  0.421
168 H 1.9525 -2.2519 -3.4561  0.037
169 H 1.7068 -3.9437 -2.9089  0.167
170 H -0.1100 -2.5955 -4.4815  0.280
171 O -2.2813 -5.8286 0.3692  -0.644
172 C -1.7991 -5.6839 -0.9669  0.182
173 C -1.4984 -7.0388 -1.6852  -0.489
174 O -2.7219 -7.6067 -2.1753  -0.534
175 H -2.4096 -4.9822 0.8036  0.304
176 H -2.5578 -5.1226 -1.5123  0.236
177 H -0.9280 -5.0297 -1.0017  0.048
178 H -0.9261 -7.6904 -1.0250  0.312
179 H -0.8477 -6.8582 -2.5408  0.250
180 H -3.3677 -7.6013 -1.4650  0.339
181 O -1.2141 -1.9606 -1.6383  0.266
182 C -0.4014 -0.8195 -1.2731  -0.928
183 C -0.9704 0.0607 -0.0909  1.695
184 O -2.2119 0.5147 -0.3998  0.633
185 H -0.7865 -2.4045 -2.3743  -0.056
186 H 0.6106 -1.0415 -0.9348  0.230
187 H -0.1809 -0.1553 -2.1087  0.130
188 H -0.2827 0.8832 0.1060  -0.656
189 H -0.9052 -0.5445 0.8133  -0.519
190 H -2.6427 -0.2816 -0.7191  -0.862

Calculated values
- SMILES: CC1(C)CCCC(C)(C)N1O.CC1(C)CCCC(C)(C)N1O.CC1(C)CCCC(C)(C)N1O.CC1(C)CCCC(C)(C)N1O.CC1(C)CCCC(C)(C)N1O.OCCO.OCCO.OCCO.OCCO
- HOMO-LUMO gap: 0.300 Ha

***

The structure shown above that is least stable: 1.